Molecular formula: C51H44BrP4PdS2
Method: DFT, the ωB97M-V functional and the def2-TZVPD basis

For the relative energy (zero: lowest compared OMol25 entry of this formula, charge and spin), the calculation gives 0.0 kcal per mole. The total charge is +1. The energy is -185946.7867 eV. The spin multiplicity is 1. For the HOMO energy, the calculation gives -10.68 eV. For the maximum force, the calculation gives 1.2 eV/A.

```
103
Properties=species:S:1:pos:R:3:lowdin_charge:R:1
Pd -0.252 0.225 0.053 0.17
S 0.899 -0.465 2.023 0.40
P 0.848 1.524 2.295 0.49
C 0.474 2.171 0.671 -1.06
P -0.877 2.917 -0.226 0.49
S -1.377 1.548 -1.612 0.41
C -2.236 3.206 0.920 -0.35
C -3.041 2.140 1.318 -0.10
C -4.088 2.358 2.196 -0.06
C -4.350 3.640 2.662 -0.06
C -3.559 4.704 2.260 -0.07
C -2.495 4.489 1.397 -0.08
C -0.482 4.511 -0.949 -0.36
C -1.483 5.127 -1.702 -0.09
C -1.230 6.336 -2.325 -0.06
C 0.019 6.935 -2.199 -0.06
C 1.013 6.325 -1.449 -0.06
C 0.766 5.110 -0.826 -0.09
C 2.369 2.206 2.973 -0.35
C 3.078 3.263 2.418 -0.10
C 4.216 3.738 3.053 -0.06
C 4.647 3.156 4.236 -0.06
C 3.935 2.103 4.797 -0.06
C 2.795 1.630 4.171 -0.08
C -0.396 2.009 3.501 -0.35
C -1.162 1.049 4.151 -0.09
C -2.025 1.430 5.169 -0.06
C -2.124 2.763 5.530 -0.06
C -1.361 3.726 4.877 -0.07
C -0.493 3.350 3.869 -0.08
H -2.857 1.145 0.926 0.08
H -4.708 1.529 2.509 0.11
H -5.177 3.809 3.339 0.11
H -3.766 5.704 2.618 0.11
H -1.882 5.325 1.085 0.11
H -2.457 4.662 -1.803 0.12
H -2.005 6.814 -2.908 0.11
H 0.213 7.880 -2.689 0.11
H 1.983 6.793 -1.352 0.11
H 1.546 4.639 -0.245 0.06
H 2.748 3.723 1.497 0.07
H 4.768 4.562 2.621 0.11
H 5.538 3.525 4.726 0.11
H 4.265 1.655 5.723 0.11
H 2.237 0.813 4.615 0.11
H -1.068 0.006 3.876 0.05
H -2.612 0.679 5.680 0.11
H -2.793 3.058 6.328 0.11
H -1.437 4.766 5.165 0.11
H 0.126 4.098 3.382 0.12
C -1.621 -2.957 4.010 -0.06
C -2.328 -2.243 3.147 -0.10
P -2.696 -2.068 -0.965 0.94
C -3.145 -1.138 -2.471 -0.47
C -2.585 -1.258 -3.743 -0.10
C -3.082 -0.511 -4.800 -0.06
C -4.145 0.359 -4.606 -0.07
C -4.712 0.488 -3.346 -0.08
C -4.208 -0.250 -2.286 -0.16
C -2.988 -3.810 -1.435 -0.43
C -2.442 -4.450 -2.547 -0.10
C -2.726 -5.782 -2.800 -0.06
C -3.566 -6.489 -1.948 -0.07
C -4.122 -5.862 -0.845 -0.07
C -3.832 -4.529 -0.589 -0.13
P -0.467 -1.859 -0.910 0.80
C 0.356 -2.020 -2.515 -0.41
C 0.618 -3.298 -3.020 -0.11
C 1.163 -3.448 -4.284 -0.06
C 1.459 -2.327 -5.051 -0.06
C 1.221 -1.058 -4.546 -0.06
C 0.672 -0.902 -3.281 -0.12
C 0.269 -3.186 0.080 -0.43
C 1.667 -3.213 0.119 -0.14
C 2.330 -4.158 0.881 -0.07
C 1.604 -5.082 1.624 -0.07
C 0.220 -5.046 1.608 -0.07
C -0.449 -4.101 0.841 -0.10
H -2.096 -3.581 4.757 0.05
H -0.537 -2.943 3.992 0.05
H -1.837 -1.618 2.409 0.00
H -3.412 -2.252 3.157 0.05
H -1.756 -1.927 -3.926 0.08
H -2.636 -0.613 -5.781 0.11
H -4.531 0.937 -5.435 0.11
H -5.541 1.164 -3.186 0.11
H -4.641 -0.134 -1.300 0.09
H -1.786 -3.913 -3.219 0.07
H -2.295 -6.271 -3.663 0.11
H -3.789 -7.529 -2.150 0.11
H -4.781 -6.409 -0.183 0.11
H -4.259 -4.041 0.281 0.09
H 0.395 -4.173 -2.423 0.11
H 1.363 -4.439 -4.671 0.11
H 1.886 -2.445 -6.038 0.11
H 1.463 -0.184 -5.135 0.11
H 0.492 0.092 -2.893 0.03
H 2.240 -2.489 -0.451 0.11
H 3.411 -4.172 0.899 0.11
H 2.122 -5.824 2.218 0.11
H -0.351 -5.755 2.193 0.11
H -1.528 -4.090 0.852 0.08
Br 1.954 1.787 -0.510 0.73
```